ORCA calculation (ωB97M-V with the def2-TZVPD basis set) on a 3-piece molecular cluster, C4H10O2 overall.

Values from the calculation:
LUMO energy = -0.3 eV
energy above the lowest of the compared OMol25 structures with the same formula, charge and spin = 623.3 kJ/mol
Kohn-Sham gap = 7.5 eV
charge = 0

```
16
C4H10O2 | the Open Molecules 2025 dataset | ωB97M-V with the def2-TZVPD basis set
C -0.985 -1.060 -1.263
C 0.755 1.090 -0.804
O -0.555 0.618 -0.364
H 0.640 1.281 -1.868
H -1.899 -0.545 -1.533
H -0.225 -1.174 -2.018
H -1.011 -1.866 -0.552
H 1.465 0.277 -0.614
H 0.973 2.017 -0.275
C -0.769 0.508 0.998
C 0.141 0.622 1.951
O 1.091 -1.666 -0.271
H 1.179 -1.732 0.689
H -1.813 0.298 1.188
H 1.189 0.789 1.756
H -0.176 0.542 2.982
```